Molecular formula: C13H25BF4N4O6P
Method: DFT, wB97M-V/def2-TZVPD

```
54
Properties=species:S:1:pos:R:3:forces:R:3
P 0.78748 3.27984 1.25194 1.7 3.0 -1.5
F -2.28456 3.49502 2.12719 0.5 -2.2 -0.1
F -3.40909 1.56880 2.28412 2.3 1.0 -0.3
F 4.72650 -5.16418 -0.28972 -0.1 -0.1 0.0
F -1.41995 1.78943 3.27861 -0.8 0.7 -2.4
O -5.51585 0.93621 -1.21824 2.8 -0.7 -0.8
O 1.74980 -2.49814 -2.19523 0.5 -0.6 -0.2
O 2.93615 -3.99834 -0.99417 -0.1 0.1 -0.7
O 1.75415 -1.34179 2.50586 -1.1 1.6 -0.2
O -4.08912 -0.63542 -2.57509 0.5 2.2 2.9
O 3.76390 -3.20600 -2.93168 -0.6 0.0 0.5
N -1.57159 1.55316 0.91146 -0.8 -1.2 0.3
N -3.29600 0.23549 -0.29393 0.4 0.8 0.2
N -2.69107 2.63390 -0.76106 1.2 -3.4 -1.3
N 1.64919 4.16621 0.20637 -1.2 -0.7 1.0
C 3.99320 -4.85615 -1.38391 0.4 -0.3 0.7
C 0.51825 1.44517 -0.76070 0.4 -1.9 0.0
C 1.48874 -0.93763 0.06415 -0.1 -0.4 0.5
C -2.11442 2.11567 2.13154 -1.8 -0.2 1.4
C -1.29954 3.19121 -0.75976 0.9 3.4 3.6
C -3.13720 -1.01831 0.51796 1.1 -1.1 0.3
C 2.72776 -3.17064 -2.05271 -0.6 0.5 -0.4
C 4.77737 -4.01237 -2.33938 0.8 0.0 -0.6
C -0.44485 2.25532 0.24351 -0.1 0.6 -2.5
C 0.54910 -1.04203 3.27074 0.3 -0.8 0.6
C 1.87128 -0.29701 1.48529 -1.1 -0.8 -0.8
C -2.62481 1.34434 -0.10132 1.1 2.6 0.3
C 0.35371 -0.14873 -0.73150 0.7 -0.6 -0.6
B -4.33498 0.16759 -1.41470 -1.9 -0.1 -1.9
H -0.36936 -0.93949 2.60083 1.1 0.1 0.7
H 5.50407 -3.37024 -1.83497 -0.1 -0.1 0.2
H 0.74508 -0.09245 3.87676 -0.6 -1.2 -0.7
H 0.13661 4.20254 2.12562 -0.2 -1.1 0.1
H -5.58279 1.60439 -1.92877 -0.6 -0.6 0.2
H 3.58204 -5.76969 -1.82197 0.0 0.0 0.2
H -1.37417 4.15859 -0.14272 -0.1 -0.9 -1.2
H -3.09532 -1.87131 -0.23949 -0.4 1.1 1.1
H -0.64410 -0.51211 -0.33872 1.0 0.7 -0.4
H 1.50078 5.16821 0.40016 0.1 -0.7 -0.3
H 1.70743 2.48522 2.00493 -1.1 -0.3 -0.2
H -0.82286 3.54397 -1.71810 -0.8 -1.2 0.8
H -2.93375 2.64733 -1.76070 -0.8 -0.4 0.6
H -3.96394 -1.14758 1.27916 0.8 0.3 -1.1
H 0.41659 -0.51504 -1.81406 -0.1 0.5 1.5
H 0.32792 -1.92686 3.95836 0.5 1.3 -0.8
H -2.13363 -1.05444 1.06120 -1.4 0.4 -0.7
H 5.29682 -4.60642 -3.09139 -0.2 0.2 -0.1
H 1.61570 1.66460 -0.53916 -1.4 -0.1 -0.2
H 0.36940 1.76220 -1.84810 0.0 -0.1 1.8
H -3.12201 -0.78611 -2.61329 -0.6 -0.4 -0.3
H 2.90354 0.16287 1.46915 -1.2 -0.5 0.3
H 1.07757 -1.97946 0.30162 0.6 1.4 -0.3
H 2.40353 -1.12705 -0.58718 -1.3 0.7 1.0
H 1.04130 0.44774 1.72518 1.5 -0.5 -0.3
```
Forces are in eV/Å.

The largest force on an atom comes out at 5.03 eV/A. Its HOMO energy is -11.545 eV. Its total charge is +1. The value obtained for the total energy is -1946.2131 Ha.